(1)
A 2-piece molecular cluster, C4H9N5 overall at a distorted geometry, computed with ωB97M-V/def2-TZVPD.

XYZ file:
```
18
Properties=species:S:1:pos:R:3:forces:R:3
C 0.5223 -1.7248 -1.4841 -1.5 1.8 1.6
C 1.1119 0.8334 0.8038 0.0 2.7 0.6
C 0.9682 -1.6290 1.1831 3.5 -0.3 4.6
C 0.2319 -0.3185 1.0765 1.7 -2.0 -2.7
N 0.9578 -2.2827 -2.3808 0.7 -1.0 -1.5
N -1.8869 1.4488 -0.6276 0.0 -1.1 2.0
N -1.2258 0.3834 -0.7128 -1.4 2.2 -1.4
N -2.2799 2.1248 -1.7486 3.6 -2.0 0.4
N -0.7243 -0.4999 -0.0659 0.1 -1.0 -0.4
H 1.6470 0.7703 -0.1939 -0.2 -0.1 1.5
H 0.4371 1.7435 0.7861 0.8 -0.7 -0.3
H 1.7132 1.0391 1.7442 0.0 -0.4 -1.5
H 2.0914 -1.4561 1.7663 -3.0 -0.1 -1.8
H 1.2091 -2.0087 0.2197 0.2 -0.5 -0.5
H 0.5863 -2.4268 1.8870 -0.4 1.0 -1.2
H -0.3988 -0.1634 1.8787 -1.6 0.4 1.8
H -1.7678 1.6955 -2.5354 -1.7 0.9 -0.4
H -3.1929 2.4708 -1.5962 -0.8 0.2 -0.8
```
Positions in Å, forces in eV/Å.

Summary:
2S+1 = 1
LUMO energy (spin up / spin down) = -1.477 / -1.479 eV
orbital gap (spin up / spin down) = 7.504 / 7.496 eV
E = -11736.3232 eV
energy relative to the best compared isomer or geometry (same formula, charge and spin) = 191.6 kcal per mole

---

(2)
An isolated ion of composition C4H9N5O and charge +2 at a distorted geometry, computed with ωB97M-V/def2-TZVPD.

XYZ file:
```
19
Properties=species:S:1:pos:R:3:forces:R:3
N 2.7626 0.2822 0.2908 -0.6 -0.5 4.6
C 1.3144 0.0085 0.2486 -1.9 -3.9 0.4
C 0.2942 0.6719 -0.3096 1.1 0.3 0.2
C -1.1024 0.0796 -0.2453 2.8 0.9 0.2
N -1.9527 0.6348 -1.3511 0.2 0.6 -0.7
C -1.9076 0.2673 1.0375 -0.7 -1.0 1.1
O -3.0609 -0.0560 1.0181 -0.1 0.5 -0.9
N -0.9825 -1.4343 -0.3775 -2.0 1.4 -1.5
N -0.0427 -2.0022 0.1286 -1.5 -2.8 -0.8
N 0.9249 -1.4868 0.7446 5.0 3.6 1.2
H 3.2970 0.6041 -0.4701 0.3 1.0 -2.0
H 3.2730 -0.5738 0.6071 -0.4 0.3 -0.3
H 2.9033 0.9338 1.1404 0.1 -0.6 -1.6
H 0.5093 1.6003 -0.8554 -0.2 -0.3 0.2
H -2.8635 0.1759 -0.9901 0.3 1.2 -1.3
H -1.6327 0.2723 -2.3164 -0.9 0.4 1.7
H -1.9241 1.7818 -1.4010 -0.6 -3.6 0.4
H -1.4575 0.4708 2.0078 0.7 0.4 0.0
H 1.6481 -2.2301 1.0931 -1.5 2.0 -0.9
```
Positions in Å, forces in eV/Å.

Summary:
SMILES = [NH3+]C1=C[C@]([NH3+])(C=O)N=NN1
2S+1 = 1
LUMO energy = -7.962 eV
orbital gap = 9.692 eV
E = -13769.6407 eV
net charge = +2
energy relative to the best compared isomer or geometry (same formula, charge and spin) = 110.9 kcal per mole

---

(3)
A 2-piece molecular cluster, C4H9N5O2 overall at a distorted geometry, computed with ωB97M-V/def2-TZVPD.

XYZ file:
```
20
Properties=species:S:1:pos:R:3:forces:R:3
C 2.4854 -1.6560 0.9646 1.0 -0.1 -3.3
N 2.0002 -0.4738 0.3412 -0.9 -1.1 -1.9
N 1.8989 0.6614 0.9913 1.2 1.3 1.4
N 1.6106 1.6276 0.2878 -1.3 0.8 0.7
N 1.2606 1.3016 -0.9975 2.5 -4.0 -1.3
C -0.1141 1.3833 -1.2636 -1.8 -1.7 -1.7
C -0.7275 -0.1283 -1.2614 -0.5 4.8 -0.6
O -1.8541 -0.3560 -1.5159 -1.5 -0.7 0.0
O 0.2011 -0.9697 -1.0677 2.6 -3.0 0.2
C 1.5237 -0.4636 -0.9666 -1.9 4.4 1.6
H 2.0047 -1.9034 1.8117 -1.7 -0.6 3.1
H 2.3210 -2.4762 0.2427 0.3 0.3 0.4
H 3.5145 -1.4701 1.0919 1.4 -0.5 0.6
H -0.5844 1.9124 -0.4758 -0.8 0.7 0.5
H -0.4211 1.7434 -2.3010 0.7 0.0 1.4
H 2.1374 -0.8477 -1.7240 0.7 -0.5 -1.1
N -4.3848 0.3308 1.6092 1.1 0.3 1.7
H -4.8507 0.2792 0.7530 -1.2 0.1 -1.4
H -4.6237 1.1928 2.1230 0.3 -0.7 -0.7
H -3.3975 0.3123 1.3572 -0.2 0.2 0.4
```
Positions in Å, forces in eV/Å.

Summary:
SMILES = CN1N=NN2CC(=O)O[C@H]12.N
2S+1 = 1
LUMO energy = 0.623 eV
orbital gap = 9.784 eV
E = -15835.7546 eV
energy relative to the best compared isomer or geometry (same formula, charge and spin) = 106.8 kcal per mole

---

(4)
A 2-piece molecular cluster, C4H9NO overall at a distorted geometry, computed with ωB97M-V/def2-TZVPD.

XYZ file:
```
15
Properties=species:S:1:pos:R:3:forces:R:3
C -1.3130 1.2093 -0.3972 2.4 0.6 -3.1
N -1.8613 0.4832 -1.2884 0.0 1.4 1.5
C -3.1637 -0.1454 -1.1021 0.9 -1.2 0.1
H -0.3458 1.7039 -0.8725 -1.6 -0.8 1.7
H -1.5612 1.4832 0.6187 -0.6 -0.2 0.3
H -4.0331 0.5182 -0.9592 0.6 -0.2 0.0
H -3.0784 -0.9618 -0.3603 -0.3 0.7 0.2
H -3.1947 -0.6976 -2.0207 -1.2 -0.2 -0.6
C 3.1617 -0.2932 0.5663 0.2 1.2 -2.8
C 2.0880 -0.8696 1.3468 -3.9 -0.2 4.0
O 1.7067 -2.0145 1.5386 1.6 0.5 -1.5
H 3.4544 0.7212 0.8667 0.2 -0.6 0.8
H 2.7221 0.0528 -0.4643 0.7 -1.3 1.4
H 3.9968 -1.0018 0.4683 -0.2 0.4 -0.3
H 1.4216 -0.1879 2.0593 1.4 0.1 -1.6
```
Positions in Å, forces in eV/Å.

Summary:
SMILES = C=NC.CC=O
2S+1 = 1
LUMO energy = 0.900 eV
orbital gap = 10.392 eV
E = -7828.8348 eV
energy relative to the best compared isomer or geometry (same formula, charge and spin) = 80.4 kcal per mole

---

(5)
A 2-piece molecular cluster, C4H9NO overall at a distorted geometry, computed with ωB97M-V/def2-TZVPD.

XYZ file:
```
15
Properties=species:S:1:pos:R:3:forces:R:3
C -2.6285 0.6186 0.0769 -0.4 -0.4 -0.8
C -2.1022 -0.0739 -0.9658 -0.8 0.3 0.3
C 0.3167 -0.2198 -0.2716 -0.1 -0.2 -0.4
O 0.0818 0.4444 0.8340 -1.2 0.1 -0.2
N 1.5862 -0.5629 -0.4003 0.5 0.1 0.6
C 2.6215 -0.2760 0.5688 2.3 0.5 1.0
H -0.9414 0.6289 0.7586 1.4 -0.2 0.3
H -2.7956 1.6949 0.0044 0.2 -0.2 0.1
H -3.1214 0.0999 0.9015 0.3 0.1 -0.1
H -2.1147 -1.1623 -0.9998 0.1 0.3 0.1
H -1.7958 0.4186 -1.8877 0.0 -0.1 0.3
H 1.8746 -1.0891 -1.2204 -0.4 0.3 0.4
H 3.5976 -0.1599 0.0753 -0.3 -0.1 -0.3
H 2.5723 0.6510 1.1677 -0.9 -0.2 -0.8
H 2.8489 -1.0125 1.3583 -0.8 -0.4 -0.5
```
Positions in Å, forces in eV/Å.

Summary:
2S+1 = 1
LUMO energy = 0.975 eV
orbital gap = 9.069 eV
E = -7828.6461 eV
energy relative to the best compared isomer or geometry (same formula, charge and spin) = 84.7 kcal per mole

---

(6)
A 2-piece molecular cluster, C4H9NO overall at a distorted geometry, computed with ωB97M-V/def2-TZVPD.

XYZ file:
```
15
Properties=species:S:1:pos:R:3:forces:R:3
C 1.0845 0.0564 2.2423 0.5 0.1 0.2
C 1.3483 0.5324 1.0396 -0.3 0.6 -0.4
N 2.5916 0.4495 0.3226 -0.1 -0.2 -0.1
H 1.7850 -0.5606 2.7879 0.2 0.1 0.0
H 0.1945 0.3761 2.7666 -0.2 -0.3 -0.2
H 0.5775 1.1020 0.5247 -0.2 0.1 0.2
H 2.3913 0.1569 -0.6339 0.1 -0.1 0.2
H 2.9188 1.4062 0.1948 0.1 -0.1 0.2
C -0.8673 -1.2506 -1.0963 0.7 0.1 -1.0
C -1.5125 -0.1913 -1.5592 -1.2 -0.4 1.3
O -2.6788 0.1860 -0.8721 0.0 0.0 -0.4
H 0.0747 -1.5594 -1.5350 -0.2 -0.1 -0.2
H -1.2612 -1.8765 -0.3137 -0.1 0.3 0.4
H -1.3859 0.3950 -2.4573 0.7 0.0 -0.1
H -2.4601 0.9156 -0.2868 0.0 0.1 0.0
```
Positions in Å, forces in eV/Å.

Summary:
SMILES = C=CN.C=CO
2S+1 = 1
LUMO energy = 0.796 eV
orbital gap = 10.466 eV
E = -7829.2533 eV
energy relative to the best compared isomer or geometry (same formula, charge and spin) = 70.7 kcal per mole

---

(7)
An isolated molecule of C4H9NO, computed with ωB97M-V/def2-TZVPD.

XYZ file:
```
15
Properties=species:S:1:pos:R:3:forces:R:3
C -0.4767 -2.5086 -0.2248 -0.1 -0.4 0.0
O -0.3321 -1.1183 -0.3016 -0.1 0.1 0.0
C -0.1751 -0.5240 0.9734 0.0 0.0 0.3
C 0.1308 0.9341 0.9376 0.0 -0.1 -0.5
C 0.8590 2.5994 -0.5895 0.1 0.2 0.0
N 0.0990 1.4016 -0.2856 0.2 -0.2 0.4
H -1.3849 -2.7770 0.3350 0.1 0.0 -0.1
H 0.3886 -2.9787 0.2703 -0.1 0.1 -0.1
H -0.5529 -2.8892 -1.2459 0.0 0.0 0.2
H 0.7090 -0.9514 1.4811 -0.2 -0.1 -0.1
H -1.0388 -0.7336 1.6237 0.1 0.1 -0.1
H 1.1325 3.0034 0.3849 0.0 0.2 -0.2
H 1.7715 2.2947 -1.1150 -0.1 0.2 0.0
H 0.3223 3.3361 -1.1929 -0.1 -0.2 0.1
H -0.2128 0.8289 -1.0737 0.2 0.0 0.2
```
Positions in Å, forces in eV/Å.

Summary:
2S+1 = 1
LUMO energy = 1.006 eV
orbital gap = 9.187 eV
E = -7828.8866 eV
energy relative to the best compared isomer or geometry (same formula, charge and spin) = 79.2 kcal per mole

---

(8)
An isolated molecule of C4H9NO at a distorted geometry, computed with ωB97M-V/def2-TZVPD.

XYZ file:
```
15
Properties=species:S:1:pos:R:3:forces:R:3
C -0.1036 0.7937 -1.7616 1.3 -1.6 0.7
C -0.0403 1.3128 -0.3035 -0.4 -0.8 0.3
C 0.4988 0.3276 0.7887 -1.1 2.0 -0.4
N -0.1541 -0.9233 0.6000 0.8 -1.0 0.3
C -0.2537 -1.9523 1.5129 -2.6 -0.7 -1.2
O -0.7108 -1.9075 2.6282 1.3 0.4 0.4
H 0.4663 1.4642 -2.3983 -0.5 0.0 -0.4
H 0.4585 -0.1625 -1.8049 0.4 0.5 0.0
H -1.0291 0.3984 -2.1777 -0.5 1.0 0.1
H 0.6176 2.1726 -0.3162 -0.2 0.4 0.3
H -1.0391 1.5373 0.0815 0.1 0.5 -0.4
H 1.5868 0.3602 0.8310 0.2 -0.7 -0.2
H 0.1460 0.7676 1.7246 0.2 -0.2 0.1
H -0.1745 -1.2741 -0.3450 0.5 0.0 0.0
H -0.2688 -2.9145 0.9403 0.5 0.0 0.5
```
Positions in Å, forces in eV/Å.

Summary:
SMILES = CCCNC=O
2S+1 = 1
LUMO energy = 0.850 eV
orbital gap = 10.497 eV
E = -7830.7530 eV
energy relative to the best compared isomer or geometry (same formula, charge and spin) = 36.1 kcal per mole